Entry 1:
DFT (wB97M-V/def2-TZVPD) results for C10H20N4O4 as an isolated structure at a distorted geometry.

Calculated values
**Energy above the lowest of the compared OMol25 structures with the same formula, charge and spin**: 237.76 kcal/mol
**Frontier orbital gap**: 9.3 eV

CARTESIAN COORDINATES (ANGSTROEM)
C -0.16264 1.28956 -1.05186
C -0.74293 -0.11701 -0.76055
C 1.40906 1.43828 -0.63548
C 2.36336 0.70664 -1.40966
C 3.79432 1.65828 -1.38020
C 4.37245 1.72085 -0.03284
C -2.41683 -1.27840 0.39290
C -3.18849 -2.16593 -0.63072
C -3.22354 -0.96486 1.60673
C -3.06069 -2.22252 2.58038
H -1.00332 3.26885 -0.89470
H -0.46404 2.19838 0.58461
H -0.38580 1.18204 -2.21083
H 1.33353 0.99251 0.48499
H 1.40858 2.59769 -0.64220
H 2.24191 -0.27123 -1.05187
H 2.30367 0.83427 -2.61853
H 4.71564 1.42687 -2.19932
H 3.46321 2.71849 -1.66499
H 3.84243 2.50815 0.53158
H 5.50580 2.02356 -0.02419
H 5.86854 -0.01012 0.78660
H 3.91049 0.76411 1.81771
H -2.37601 0.84629 0.29014
H -1.42554 -1.87967 0.38495
H -2.94098 -0.21881 2.33420
H -4.22310 -0.83571 1.36396
H -3.26525 -4.40811 2.63156
H -3.37338 -3.56789 0.95210
H -2.63275 -1.14283 -2.00443
N -1.00138 2.35925 -0.48882
N 4.42426 0.40518 0.66618
N -1.99085 0.00045 -0.13202
N -3.56725 -3.46565 2.12995
O -0.08610 -1.26348 -1.03990
O -3.78516 -3.20959 -0.34824
O -2.44583 -1.96667 3.67865
O -3.19538 -1.95121 -1.99587

Atomic partial charges in e from the Löwdin method, atoms 1 to 4:
1 C -0.35
2 C -0.32
3 C -0.23
4 C -0.20


Entry 2:
DFT (wB97M-V/def2-TZVPD) results for C10H20N4S as an isolated structure at a distorted geometry.

Calculated values
**Energy above the lowest of the compared OMol25 structures with the same formula, charge and spin**: 248.78 kcal/mol
**Frontier orbital gap**: 8.5 eV

CARTESIAN COORDINATES (ANGSTROEM)
C 5.70403 0.91617 -0.09343
C 4.48695 0.56244 0.49852
C 3.30016 1.22159 -0.29770
C 1.85833 0.89196 0.41410
C 1.42801 -0.71233 0.50739
C 1.19179 -1.40116 -0.59501
C 0.48172 -2.80383 -0.28816
C -0.96450 -2.63048 -0.73779
H -1.39103 -3.64224 -0.69957
H -1.19890 -2.19507 -1.54348
S -1.89493 -1.59828 0.75601
C -2.09941 -0.11378 -0.03589
N -1.63681 -0.05762 -1.27298
N -1.94835 1.53682 -1.17786
C -2.49447 1.81323 -0.14949
N -2.57551 0.77553 0.93034
N -2.93475 2.91202 0.28696
H -2.58271 3.78630 -0.18220
H -3.03572 3.35062 1.14922
H -1.87619 2.01109 -1.95260
H 0.90453 -3.37825 -1.29758
H 0.70708 -2.98478 0.68327
H 2.22818 -1.35677 -1.02835
H 0.59354 -0.67436 -1.17694
H 2.13728 -0.86077 1.05203
H 0.53956 -0.51907 1.19165
H 1.03012 1.22667 -0.14927
H 1.87755 1.58464 1.38114
H 3.21085 2.16895 -0.30086
H 3.13996 0.63628 -1.19062
H 4.34046 1.09149 1.46496
H 4.21520 -0.53807 0.45356
H 5.71071 0.54783 -1.16599
H 6.46915 0.37775 0.35802
H 5.74776 1.92843 -0.24007

Atomic partial charges in e from the Löwdin method, atoms 1 to 4:
1 C -0.16
2 C -0.29
3 C -0.17
4 C -0.11


Entry 3:
DFT (wB97M-V/def2-TZVPD) results for an isolated ion of composition C10H20NO and charge +1 at a distorted geometry.

Calculated values
**Energy above the lowest of the compared OMol25 structures with the same formula, charge and spin**: 0.00 kcal/mol
**2S+1**: 3
**Expectation value of S²**: 2.007
**Total charge**: +1
**Frontier orbital gap (alpha / beta)**: 6.3 / 9.4 eV

CARTESIAN COORDINATES (ANGSTROEM)
C 0.10233 -1.56636 -0.24860
C -0.30794 -2.71056 -0.67399
C 0.49135 0.77079 -0.46072
C 1.58709 0.04820 0.42069
C 1.03894 1.05037 -1.91861
C 3.03341 0.04073 -0.07107
C 1.51584 0.53070 1.85729
C -2.70275 -0.99414 0.68166
C -2.36587 1.49749 0.11548
C -1.70300 0.14034 0.48806
N -0.58373 -0.21000 -0.47745
O 1.20293 -1.35431 0.44866
H 0.07659 -3.75824 -0.56222
H -1.32316 -2.65582 -1.15592
H 0.19083 1.73124 -0.01515
H 1.43886 0.14923 -2.38673
H 1.82686 1.86334 -1.89891
H 0.24265 1.53602 -2.48039
H 3.61622 -0.68858 0.43386
H 3.64853 0.93059 0.22082
H 3.19385 -0.06966 -1.11904
H 2.04440 -0.13560 2.53905
H 0.44850 0.61569 2.21167
H 1.99101 1.55680 1.90288
H -3.49068 -0.62599 1.34004
H -3.01796 -1.27373 -0.34038
H -2.29731 -1.95318 1.09280
H -3.23118 1.55181 0.76008
H -2.60926 1.51976 -0.92702
H -1.75209 2.29729 0.21064
H -1.17680 0.36560 1.41242
H -1.12846 -0.19985 -1.39989

Atomic partial charges in e from the Löwdin method, atoms 1 to 4:
1 C -0.35
2 C 0.11
3 C -0.21
4 C -0.44


Entry 4:
DFT (wB97M-V/def2-TZVPD) results for C10H20O20S5 as an isolated structure at a distorted geometry.

Calculated values
**Energy above the lowest of the compared OMol25 structures with the same formula, charge and spin**: 30.68 kcal/mol
**Frontier orbital gap**: 10.6 eV

CARTESIAN COORDINATES (ANGSTROEM)
C 12.81609 -7.47933 -17.13524
C 13.75752 -8.36298 -17.94555
O 13.90822 -9.62886 -17.28573
S 13.07731 -9.59533 -15.93175
O 13.80563 -10.08788 -14.82185
O 11.72484 -9.91810 -16.27307
O 13.17001 -7.97274 -15.78165
H 11.78657 -7.57669 -17.39187
H 13.12409 -6.46377 -17.05286
H 14.73886 -7.96419 -18.06279
H 13.52407 -8.57910 -18.97335
C 9.40571 -10.42793 -13.81530
C 10.81550 -10.34083 -13.31389
O 10.98286 -8.91023 -13.45970
S 9.78328 -8.25663 -12.68152
O 9.44932 -6.99632 -13.20742
O 10.02746 -8.29039 -11.25256
O 8.70356 -9.39021 -13.05068
H 8.99687 -11.39232 -13.72624
H 9.38562 -10.25142 -14.89911
H 11.51535 -10.84871 -13.97087
H 10.88035 -10.68616 -12.25386
C 10.28774 -15.12669 -10.12953
C 11.32041 -15.91933 -10.93130
O 11.45191 -15.21649 -12.23650
S 9.94974 -14.75584 -12.59812
O 9.27120 -15.84668 -13.18339
O 10.07842 -13.43249 -13.22243
O 9.37494 -14.61444 -11.13274
H 10.78854 -14.28767 -9.59884
H 9.72968 -15.68697 -9.45791
H 11.00005 -16.92083 -11.15303
H 12.34205 -15.86781 -10.48561
C 13.38694 -8.59390 -11.37521
C 14.76944 -9.15570 -11.58327
O 14.66089 -10.50436 -11.18046
S 13.56971 -10.67017 -10.08074
O 14.24617 -10.26235 -8.90254
O 12.93714 -11.89044 -10.22261
O 12.65415 -9.45302 -10.52686
H 12.88451 -8.52096 -12.32944
H 13.64793 -7.70558 -10.87294
H 15.47315 -8.59958 -10.90948
H 15.15090 -9.07350 -12.67263
C 11.14707 -7.23402 -8.73695
C 11.50654 -8.52735 -8.05997
O 11.02748 -8.49759 -6.71225
S 10.54050 -6.94196 -6.45185
O 11.16192 -6.52784 -5.25196
O 9.14169 -6.92447 -6.67515
O 11.30927 -6.28030 -7.69021
H 10.09798 -7.19628 -9.04197
H 11.83332 -7.02429 -9.53613
H 12.56708 -8.79709 -8.01951
H 11.05867 -9.34475 -8.59535

Atomic partial charges in e from the Löwdin method, atoms 1 to 4:
1 C -0.11
2 C -0.15
3 O -0.18
4 S 0.62


Entry 5:
DFT (wB97M-V/def2-TZVPD) results for one molecule with the formula C10H20OSi2 at a distorted geometry.

Calculated values
**Energy above the lowest of the compared OMol25 structures with the same formula, charge and spin**: 0.61 kcal/mol
**SMILES string**: CCO[C@]1(C)C=CC([Si@@H](C)[SiH3])=CC1
**Frontier orbital gap**: 9.2 eV

CARTESIAN COORDINATES (ANGSTROEM)
C 0.76173 -1.11784 -0.97733
C -0.56019 -1.20445 -1.07392
C 0.65131 0.69906 0.57566
C 1.40844 -0.03443 -0.24708
C -0.81173 0.44393 0.77538
C -1.47175 -0.15940 -0.47645
C -1.69603 0.93526 -1.53504
C -4.85043 -1.11197 0.72306
C 3.79659 1.83782 0.34496
C -3.75052 -0.12213 0.36722
O -2.67125 -0.85971 -0.16257
Si 4.44129 -1.60160 0.39581
Si 3.26989 0.20172 -0.47506
H 1.40126 -1.85138 -1.44744
H -1.05745 -1.99388 -1.61437
H 1.08406 1.48529 1.17716
H -0.93162 -0.26478 1.60530
H -1.31398 1.37265 1.05566
H -2.29975 1.74791 -1.13572
H -2.19532 0.51417 -2.40451
H -0.73196 1.33578 -1.83752
H -5.16903 -1.64524 -0.16816
H -4.47593 -1.83616 1.44132
H -5.70042 -0.58717 1.15094
H 3.68502 1.79643 1.42477
H 4.84061 2.05036 0.13534
H 3.21240 2.67898 -0.01654
H -3.44454 0.43058 1.26684
H -4.12872 0.60084 -0.37007
H 4.04735 -2.87467 -0.21436
H 5.88684 -1.47632 0.18214
H 4.25432 -1.76351 1.84174
H 3.47578 0.37062 -1.93157

Atomic partial charges in e from the Löwdin method, atoms 1 to 4:
1 C -0.11
2 C 0.00
3 C -0.09
4 C -0.36


Entry 6:
DFT (wB97M-V/def2-TZVPD) results for an isolated ion of composition C10H20P and charge +1 at a distorted geometry.

Calculated values
**Energy above the lowest of the compared OMol25 structures with the same formula, charge and spin**: 90.67 kcal/mol
**Total charge**: +1
**Frontier orbital gap**: 8.2 eV

CARTESIAN COORDINATES (ANGSTROEM)
C -0.50311 0.52057 0.31424
C -1.58790 0.06028 -0.15455
C -0.94760 2.76969 1.27282
C -3.60342 -1.26639 -0.25794
C 1.97949 1.63240 -1.92432
C 1.80140 -2.94954 0.76566
C -0.05779 1.48154 1.32303
C -2.41997 -0.67745 -1.11129
C 2.41997 0.42826 -1.02281
C 1.30610 -1.46350 0.92077
P 0.95078 -0.68691 -0.75916
H -2.04029 2.55294 1.50718
H -0.93796 3.29911 0.35295
H -0.83674 3.56813 2.03577
H -3.20450 -1.84073 0.65280
H -4.28750 -1.91222 -0.80339
H -4.43301 -0.52972 0.15630
H 1.61265 2.47687 -1.37507
H 2.94690 1.91330 -2.47652
H 1.29330 1.25936 -2.57257
H 2.64208 -3.02785 0.00797
H 2.13572 -3.23160 1.79678
H 1.09115 -3.69359 0.50537
H -0.13028 0.91232 2.20114
H 0.96532 1.73423 0.95371
H -2.77845 -0.00946 -1.91501
H -1.67130 -1.38438 -1.49293
H 2.91749 0.65577 0.01761
H 3.02106 -0.13331 -1.68297
H 2.07722 -0.90839 1.43819
H 0.27917 -1.54973 1.32625

Atomic partial charges in e from the Löwdin method, atoms 1 to 4:
1 C -0.26
2 C 0.05
3 C -0.07
4 C -0.09